Entry 1:
One molecule with the formula C2H4N2OS3, computed with ωB97M-V with the def2-TZVPD basis set.

Results
Molar mass: 168.27 Da
Largest force on an atom: 1.6 eV/A
Structure (SMILES): ONC(=S)SNC=S
Kohn-Sham gap: 8.965 eV
E_tot: -1457.84827 Eh

The geometry in ORCA input format:
```
! wB97M-V def2-TZVPD RIJCOSX def2/J DEFGRID3
* xyz 0 1
O 0.2053 1.6177 0.9926
N -0.7474 1.3751 0.0138
C -1.4379 0.2045 -0.0192
S -2.9641 0.0729 -0.5757
S -0.6465 -1.3105 0.4678
N 1.0132 -0.9389 0.5766
C 1.7618 -0.6525 -0.5045
S 3.1218 0.2617 -0.4761
H 1.0263 1.7251 0.5318
H -1.3421 2.1854 -0.1645
H 1.3494 -0.5232 1.4806
H 1.3407 -1.0792 -1.4365
*
```

=====

Entry 2:
A 2-piece molecular cluster, C4H8O3 overall, computed with ωB97M-V with the def2-TZVPD basis set.

Results
Molar mass: 104.10 Da
Largest force on an atom: 1.5 eV/A
Kohn-Sham gap: 8.849 eV
E_tot: -382.80412 Eh

The geometry in ORCA input format:
```
! wB97M-V def2-TZVPD RIJCOSX def2/J DEFGRID3
* xyz 0 1
C 2.1104 0.1833 0.2390
O 0.7403 0.2661 0.4697
C -0.0507 -0.7791 0.0969
O 0.2976 -1.7494 -0.5469
C -1.3885 -0.4113 0.4844
C -0.7625 1.1486 -0.9666
O -2.4093 -1.3116 0.3569
H 2.4974 -0.4054 1.0652
H 2.5036 1.2040 0.2768
H 2.3385 -0.2882 -0.7198
H -1.5271 0.2047 1.3654
H -0.0185 1.9608 -0.7928
H -1.7542 1.5220 -0.9452
H -0.4457 0.5867 -1.8485
H -2.1027 -2.1077 -0.1126
*
```

=====

Entry 3:
C4H11O3Yb as an isolated structure, computed with ωB97M-V with the def2-TZVPD basis set.

Results
Molar mass: 280.17 Da
Largest force on an atom: 3.7 eV/A
Kohn-Sham gap (alpha / beta): 5.939 / 5.939 eV
E_tot: -1543.03465 Eh

The geometry in ORCA input format:
```
! wB97M-V def2-TZVPD RIJCOSX def2/J DEFGRID3
* xyz 1 1
C -0.9352 -1.6798 0.5483
O -0.5621 -0.3563 0.1711
C 0.7848 -0.2105 -0.1630
C 1.1362 1.2437 -0.3614
O 1.2909 1.8734 0.8863
C 1.7782 3.1869 0.7845
H -1.8524 -1.9321 1.1064
H -0.3175 -1.8778 1.4502
H 1.0222 -0.7571 -1.0992
H 1.4395 -0.6324 0.6243
H 0.3442 1.7541 -0.9406
H 2.0709 1.3007 -0.9495
H 1.8752 3.5842 1.8020
H 2.7708 3.2073 0.3013
H 1.0954 3.8223 0.1941
Yb -1.1466 -3.6889 -1.2835
O -3.2905 -3.0185 -1.2713
H -4.0606 -3.5956 -1.2431
H -3.4436 -2.2238 -0.5567
*
```

=====

What did the first record say?
One molecule with the formula C2H4N2OS3, computed with ωB97M-V with the def2-TZVPD basis set.

Results
Molar mass: 168.27 Da
Largest force on an atom: 1.6 eV/A
Structure (SMILES): ONC(=S)SNC=S
Kohn-Sham gap: 8.965 eV
E_tot: -1457.84827 Eh

The geometry in ORCA input format:
```
! wB97M-V def2-TZVPD RIJCOSX def2/J DEFGRID3
* xyz 0 1
O 0.2053 1.6177 0.9926
N -0.7474 1.3751 0.0138
C -1.4379 0.2045 -0.0192
S -2.9641 0.0729 -0.5757
S -0.6465 -1.3105 0.4678
N 1.0132 -0.9389 0.5766
C 1.7618 -0.6525 -0.5045
S 3.1218 0.2617 -0.4761
H 1.0263 1.7251 0.5318
H -1.3421 2.1854 -0.1645
H 1.3494 -0.5232 1.4806
H 1.3407 -1.0792 -1.4365
*
```

=====

Please write out number 2 again, unchanged.
A 2-piece molecular cluster, C4H8O3 overall, computed with ωB97M-V with the def2-TZVPD basis set.

Results
Molar mass: 104.10 Da
Largest force on an atom: 1.5 eV/A
Kohn-Sham gap: 8.849 eV
E_tot: -382.80412 Eh

The geometry in ORCA input format:
```
! wB97M-V def2-TZVPD RIJCOSX def2/J DEFGRID3
* xyz 0 1
C 2.1104 0.1833 0.2390
O 0.7403 0.2661 0.4697
C -0.0507 -0.7791 0.0969
O 0.2976 -1.7494 -0.5469
C -1.3885 -0.4113 0.4844
C -0.7625 1.1486 -0.9666
O -2.4093 -1.3116 0.3569
H 2.4974 -0.4054 1.0652
H 2.5036 1.2040 0.2768
H 2.3385 -0.2882 -0.7198
H -1.5271 0.2047 1.3654
H -0.0185 1.9608 -0.7928
H -1.7542 1.5220 -0.9452
H -0.4457 0.5867 -1.8485
H -2.1027 -2.1077 -0.1126
*
```

=====

Repeat the first record exactly.
One molecule with the formula C2H4N2OS3, computed with ωB97M-V with the def2-TZVPD basis set.

Results
Molar mass: 168.27 Da
Largest force on an atom: 1.6 eV/A
Structure (SMILES): ONC(=S)SNC=S
Kohn-Sham gap: 8.965 eV
E_tot: -1457.84827 Eh

The geometry in ORCA input format:
```
! wB97M-V def2-TZVPD RIJCOSX def2/J DEFGRID3
* xyz 0 1
O 0.2053 1.6177 0.9926
N -0.7474 1.3751 0.0138
C -1.4379 0.2045 -0.0192
S -2.9641 0.0729 -0.5757
S -0.6465 -1.3105 0.4678
N 1.0132 -0.9389 0.5766
C 1.7618 -0.6525 -0.5045
S 3.1218 0.2617 -0.4761
H 1.0263 1.7251 0.5318
H -1.3421 2.1854 -0.1645
H 1.3494 -0.5232 1.4806
H 1.3407 -1.0792 -1.4365
*
```

=====

> The highest largest force on an atom belongs to which entry?

C4H11O3Yb